Density functional theory data (the ωB97M-V functional and the def2-TZVPD basis) for a 2-piece molecular cluster, C2H2O4 overall.

Structure (XYZ):
```
8
C2H2O4 the ωB97M-V functional and the def2-TZVPD basis
C -2.60 0.09 -0.12
C -0.42 0.65 0.05
O -2.86 0.20 -1.24
O -2.63 -0.03 1.03
O -0.30 0.69 1.35
O 0.23 -0.40 -0.40
H 0.10 -0.14 1.70
H -0.09 -0.63 -1.26
```

The calculation puts the LUMO energy at 0.511 eV. The value obtained for the total energy is -10294.7474 eV. The net charge is 0. As for the spin multiplicity: 1. For the HOMO energy, the calculation gives -9.92 eV. The value obtained for the relative energy (zero: lowest compared OMol25 entry of this formula, charge and spin) is 2.4283 eV.

Density functional theory data (the ωB97M-V functional and the def2-TZVPD basis) for a 2-piece molecular cluster, C2H2O4 overall.

Structure (XYZ):
```
8
C2H2O4 the ωB97M-V functional and the def2-TZVPD basis
C -1.57 -0.01 -0.91
C 0.75 0.74 0.45
O -2.02 -0.82 -0.21
O -1.22 0.80 -1.65
O 1.28 0.28 -0.57
O 0.82 -0.21 1.42
H 1.79 -0.68 -0.67
H 0.18 -0.10 2.15
```

The calculation puts the LUMO energy at 0.529 eV. The value obtained for the total energy is -10294.7087 eV. The net charge is 0. As for the spin multiplicity: 1. For the HOMO energy, the calculation gives -9.44 eV. The value obtained for the relative energy (zero: lowest compared OMol25 entry of this formula, charge and spin) is 2.4669 eV.

Density functional theory data (the ωB97M-V functional and the def2-TZVPD basis) for C2H2OS as an isolated structure.

Structure (XYZ):
```
6
C2H2OS the ωB97M-V functional and the def2-TZVPD basis
C 0.52 -0.55 -0.01
C 0.19 0.74 0.00
O -1.17 -1.05 0.00
S -1.53 0.57 0.00
H 1.22 -1.35 0.01
H 0.77 1.64 -0.01
```

The calculation puts the LUMO energy at 0.208 eV. The value obtained for the total energy is -14985.4715 eV. The net charge is 0. As for the spin multiplicity: 1. For the HOMO energy, the calculation gives -8.66 eV. The value obtained for the relative energy (zero: lowest compared OMol25 entry of this formula, charge and spin) is 2.2399 eV.

Density functional theory data (the ωB97M-V functional and the def2-TZVPD basis) for an isolated molecule of C2H2P2S.

Structure (XYZ):
```
7
C2H2P2S the ωB97M-V functional and the def2-TZVPD basis
C -0.87 -1.22 -1.00
C 1.74 1.06 0.99
P 0.85 -1.10 -1.22
P -1.61 -0.51 0.39
S 0.68 -0.15 0.76
H -1.48 -1.70 -1.75
H 1.42 1.76 1.76
```

The calculation puts the LUMO energy at -1.570 eV. The value obtained for the total energy is -31513.7356 eV. The net charge is 0. As for the spin multiplicity: 1. For the HOMO energy, the calculation gives -7.48 eV. The value obtained for the relative energy (zero: lowest compared OMol25 entry of this formula, charge and spin) is 4.5693 eV. The SMILES is C#S1=PC=P1.

Density functional theory data (the ωB97M-V functional and the def2-TZVPD basis) for C2H2S as an isolated structure.

Structure (XYZ):
```
5
C2H2S the ωB97M-V functional and the def2-TZVPD basis
C -0.51 -0.57 0.04
C 0.14 0.55 -0.05
S -2.13 0.12 0.00
H -0.44 -1.61 -0.31
H 0.10 1.51 0.23
```

The calculation puts the LUMO energy (alpha / beta) at -1.176 / -1.196 eV. The value obtained for the total energy is -12937.3642 eV. The net charge is 0. As for the spin multiplicity: 1. For the HOMO energy (alpha / beta), the calculation gives -8.44 / -8.44 eV. The value obtained for the relative energy (zero: lowest compared OMol25 entry of this formula, charge and spin) is 2.6222 eV.

Density functional theory data (the ωB97M-V functional and the def2-TZVPD basis) for a 2-piece molecular cluster, C2H2S3 overall.

Structure (XYZ):
```
7
C2H2S3 the ωB97M-V functional and the def2-TZVPD basis
C -0.19 0.65 -0.05
C 0.40 -0.33 -0.35
S -2.39 -2.92 -0.36
S -1.17 -2.98 2.65
S -0.86 -3.14 0.79
H -0.95 1.40 0.09
H 0.86 -1.25 -0.69
```

The calculation puts the LUMO energy (alpha / beta) at -2.400 / -2.401 eV. The value obtained for the total energy is -34609.0353 eV. The net charge is 0. As for the spin multiplicity: 1. For the HOMO energy (alpha / beta), the calculation gives -9.69 / -9.69 eV. The value obtained for the relative energy (zero: lowest compared OMol25 entry of this formula, charge and spin) is 2.0672 eV.

Density functional theory data (the ωB97M-V functional and the def2-TZVPD basis) for a 14-piece molecular cluster, C2H32O14 overall.

Structure (XYZ):
```
48
C2H32O14 the ωB97M-V functional and the def2-TZVPD basis
O 0.11 5.00 -0.84
H 0.01 4.04 -0.98
H -0.42 5.39 -1.54
O 1.14 -3.40 1.84
H 1.27 -3.88 1.02
H 0.18 -3.41 1.99
O 3.53 0.23 -1.23
H 3.60 0.71 -0.39
H 3.68 -0.69 -0.99
O -2.47 -0.82 4.09
H -2.13 0.04 3.80
H -3.13 -0.61 4.76
O -4.29 0.79 -0.94
H -4.07 0.15 -0.26
H -4.97 1.35 -0.55
O -1.44 1.67 3.06
H -0.93 1.36 2.29
H -1.55 2.62 2.91
O 3.09 -1.88 3.08
H 3.43 -2.47 3.76
H 2.39 -2.40 2.62
O -0.71 2.39 -1.83
H -0.55 2.03 -0.93
H -1.66 2.24 -1.98
O -0.45 -4.33 -1.48
H 0.40 -4.72 -1.30
H -0.26 -3.40 -1.75
O 0.50 -2.06 -2.74
H 1.27 -2.61 -2.94
H 0.84 -1.14 -2.73
O 2.72 2.23 0.97
H 2.74 2.50 1.90
H 2.98 3.03 0.48
O -2.15 -1.08 -3.38
H -1.21 -0.97 -3.16
H -2.54 -0.21 -3.21
O 1.08 0.61 -2.81
H 0.47 1.35 -2.54
H 1.90 0.74 -2.30
C -1.09 -0.59 0.28
C 0.24 0.01 0.63
O 0.13 1.43 0.59
H -1.00 -1.66 0.09
H -1.57 -0.12 -0.58
H -1.77 -0.45 1.12
H 0.97 -0.35 -0.11
H 0.61 -0.45 1.56
H 1.05 1.80 0.69
```

The calculation puts the LUMO energy at -0.150 eV. The value obtained for the total energy is -31259.4810 eV. The net charge is 0. As for the spin multiplicity: 1. For the HOMO energy, the calculation gives -10.76 eV. The value obtained for the relative energy (zero: lowest compared OMol25 entry of this formula, charge and spin) is 0.0000 eV.

Density functional theory data (the ωB97M-V functional and the def2-TZVPD basis) for a 15-piece molecular cluster, C2H32O15 overall.

Structure (XYZ):
```
49
C2H32O15 the ωB97M-V functional and the def2-TZVPD basis
C -2.72 1.00 -2.34
C -1.70 0.33 -1.75
O -1.18 0.86 -0.65
H -3.42 0.44 -2.96
H -2.95 2.04 -2.17
H -1.39 -0.66 -2.06
H -0.29 0.44 -0.45
H -1.53 0.12 2.32
H -2.44 0.07 3.46
O -1.51 -0.15 3.31
H 0.72 0.55 3.17
H 1.47 -0.78 3.47
O 1.52 0.03 2.96
H 0.57 4.17 0.87
H 1.81 3.29 1.31
O 1.40 4.17 1.35
H 2.26 -3.34 0.17
H 3.12 -2.73 1.32
O 3.07 -3.42 0.66
H 3.04 0.13 -1.32
H 4.15 1.08 -1.52
O 3.88 0.18 -1.77
H -0.03 0.09 -4.76
H 0.72 0.88 -3.56
O 0.32 0.06 -3.86
H -0.90 2.49 -1.77
H -1.12 3.31 -3.14
O -0.50 2.89 -2.54
H -0.75 -2.76 1.40
H -0.76 -3.16 -0.12
O -1.11 -2.47 0.45
H -2.34 2.13 2.19
H -1.75 2.04 0.73
O -1.66 1.74 1.63
H 0.07 -2.75 -2.72
H 0.93 -1.76 -3.32
O 0.99 -2.48 -2.67
H 3.47 1.87 1.94
H 2.62 1.01 1.00
O 3.04 1.87 1.08
H -3.41 0.12 0.31
H -2.61 -0.97 0.90
O -3.26 -0.29 1.16
H -1.22 -1.85 2.94
H -0.16 -2.91 3.35
O -0.97 -2.81 2.84
H 1.31 -1.41 -0.97
H 0.28 -1.63 0.31
O 0.90 -1.05 -0.18
```

The calculation puts the LUMO energy (alpha / beta) at -5.000 / -8.818 eV. The value obtained for the total energy is -33295.8756 eV. The net charge is +1. As for the spin multiplicity: 2. For the HOMO energy (alpha / beta), the calculation gives -13.04 / -13.04 eV. The value obtained for the relative energy (zero: lowest compared OMol25 entry of this formula, charge and spin) is 0.0700 eV.

Density functional theory data (the ωB97M-V functional and the def2-TZVPD basis) for C2H35HgO16 as an isolated structure.

Structure (XYZ):
```
54
C2H35HgO16 the ωB97M-V functional and the def2-TZVPD basis
Hg 1.78 15.49 18.45
C -1.36 14.80 20.93
C -1.02 16.24 20.47
O -0.33 16.15 19.28
H -0.55 14.10 21.14
H -2.07 14.37 20.22
H -1.92 14.80 21.87
H -0.40 16.80 21.18
H -1.93 16.82 20.34
O 1.12 15.15 23.20
H 1.43 15.74 23.89
H 0.43 15.63 22.75
O -1.77 15.08 16.86
H -1.38 15.36 17.69
H -1.35 15.63 16.20
O 0.38 19.40 19.36
H 0.40 19.99 20.12
H -0.07 18.62 19.69
O -2.98 16.92 24.60
H -3.15 16.77 23.67
H -3.82 16.77 25.02
O -4.39 13.12 19.61
H -4.67 13.21 18.70
H -4.82 13.86 20.06
O -4.03 17.85 22.10
H -3.21 18.33 22.25
H -4.09 17.78 21.15
O -2.25 11.11 19.90
H -2.71 10.48 19.34
H -2.61 11.96 19.64
O 0.58 13.37 18.48
H 0.81 12.92 19.29
H -0.02 12.77 18.04
O -3.77 18.78 19.04
H -2.94 18.37 18.80
H -4.44 18.27 18.57
O 2.23 14.41 20.51
H 2.81 13.65 20.58
H 2.03 14.65 21.42
O 1.59 17.79 17.35
H 0.99 18.37 17.82
H 2.19 18.38 16.90
O -3.16 13.70 24.46
H -2.27 13.51 24.14
H -3.02 14.13 25.30
O -1.35 18.38 17.54
H -1.14 17.54 17.93
H -0.79 19.01 18.01
O -0.43 13.08 24.07
H 0.22 12.38 23.96
H 0.03 13.88 23.81
O 0.40 11.57 20.64
H -0.55 11.57 20.51
H 0.52 11.37 21.57
```

The calculation puts the LUMO energy at -6.769 eV. The value obtained for the total energy is -39568.7330 eV. The net charge is +1. As for the spin multiplicity: 1. For the HOMO energy, the calculation gives -12.39 eV. The value obtained for the relative energy (zero: lowest compared OMol25 entry of this formula, charge and spin) is 0.0000 eV.

Density functional theory data (the ωB97M-V functional and the def2-TZVPD basis) for a 18-piece molecular cluster, C2H39O18 overall.

Structure (XYZ):
```
59
C2H39O18 the ωB97M-V functional and the def2-TZVPD basis
C -0.45 0.39 0.12
C 0.94 -0.09 -0.05
O 1.03 -1.32 -0.74
H -0.93 0.78 -0.75
H -0.25 1.14 0.86
H -1.06 -0.27 0.71
H 1.37 -0.28 0.91
H 1.54 0.71 -0.66
O 0.29 -0.32 3.12
H -0.31 -0.08 2.45
H 0.44 -1.25 2.92
O 1.55 -3.58 -2.51
H 1.26 -2.99 -1.82
H 0.76 -4.09 -2.70
O 3.07 -0.37 3.30
H 2.10 -0.38 3.10
H 3.45 0.28 2.63
O 0.18 -0.19 -3.13
H 0.47 -0.43 -2.22
H -0.75 -0.01 -3.01
O -1.60 -2.32 -0.32
H -0.88 -1.85 -0.75
H -1.11 -3.00 0.23
O 1.08 -2.89 2.53
H 1.83 -2.71 1.96
H 0.58 -3.36 1.88
O -3.43 2.95 -1.61
H -3.52 2.15 -1.14
H -4.36 3.28 -1.64
O 2.88 -2.57 0.72
H 3.14 -3.29 0.12
H 2.30 -2.19 0.05
O -2.70 2.38 1.18
H -2.43 2.24 2.04
H -2.45 1.55 0.74
O -2.10 -1.87 2.38
H -2.00 -2.21 1.45
H -3.02 -1.98 2.47
O 3.66 1.62 -1.21
H 2.75 1.78 -1.05
H 3.63 0.73 -1.63
O -3.51 0.36 -0.70
H -4.11 0.18 0.02
H -3.10 -0.50 -0.64
O 1.03 2.37 -2.37
H 0.72 1.48 -2.51
H 0.41 2.73 -1.69
O 1.07 3.60 0.70
H 1.08 4.27 1.45
H 0.46 3.02 1.15
O 3.24 -0.90 -2.32
H 2.34 -1.00 -1.95
H 3.08 -0.70 -3.22
O -0.61 2.47 3.10
H -1.22 2.56 3.84
H 0.31 2.54 3.43
O -2.38 0.52 -3.26
H -2.67 0.94 -2.44
H -3.12 -0.03 -3.53
```

The calculation puts the LUMO energy at 1.817 eV. The value obtained for the total energy is -39563.5650 eV. The net charge is -1. As for the spin multiplicity: 1. For the HOMO energy, the calculation gives -5.87 eV. The value obtained for the relative energy (zero: lowest compared OMol25 entry of this formula, charge and spin) is 2.1076 eV.